Entry 1:
C6H6BrN3 | the ωB97M-V functional and the def2-TZVPD basis

As for the SMILES: Br[C@@H]1CNc2nccnc21. The maximum force is 4.6 eV Å⁻¹. The value obtained for the relative energy (zero: lowest compared OMol25 entry of this formula, charge and spin) is 0.0 kJ/mol. Its LUMO energy is 0.465 eV. Its HOMO energy is -8.34 eV. The HOMO-LUMO gap comes out at 8.808 eV.

Positions of all 16 atoms, in Å:
H -1.15 -0.96 -1.35
H -1.43 0.72 1.76
N -0.93 0.57 0.89
C 2.79 -0.38 -0.09
H 3.82 -0.47 -0.27
N 1.86 -0.42 -1.04
Br -0.87 0.70 -3.24
H -2.61 1.11 -0.34
C -1.44 1.00 -0.44
C 0.69 -0.10 -0.61
C 0.32 0.17 0.73
C 2.56 -0.08 1.28
N 1.28 0.02 1.71
H -1.10 2.02 -0.53
H 3.28 0.10 2.05
C -0.75 0.05 -1.40

Mulliken atomic charge list, values in e, 4 entries:
1 H 0.3277
2 H 0.2538
3 N -0.1434
4 C -0.2641

---

Entry 2:
C6H6BrNO | the ωB97M-V functional and the def2-TZVPD basis

The maximum force is 4.4 eV Å⁻¹. The value obtained for the relative energy (zero: lowest compared OMol25 entry of this formula, charge and spin) is 241.2 kJ/mol. Its LUMO energy (alpha / beta) is -1.034 / -1.033 eV. Its HOMO energy (alpha / beta) is -7.21 / -7.22 eV. The HOMO-LUMO gap (alpha / beta) comes out at 6.181 / 6.183 eV.

Positions of all 15 atoms, in Å:
H -0.24 -2.12 -0.85
C -0.57 0.76 0.63
C -1.76 -0.72 -0.60
C 1.61 -0.57 0.46
C -0.58 -1.18 -0.37
C 2.28 0.65 0.32
H 1.88 1.63 0.17
C -1.82 0.63 -0.03
H -1.74 1.13 -0.98
H -2.65 -1.22 -1.05
H -0.10 1.56 1.09
Br 4.18 0.47 -0.11
H -2.69 0.97 0.49
O 2.00 -1.71 0.51
N 0.20 -0.29 0.32

Mulliken atomic charge list, values in e, 4 entries:
1 H 0.3452
2 C -0.3377
3 C -0.3539
4 C 0.6430

---

Entry 3:
C6H6Cl2 | the ωB97M-V functional and the def2-TZVPD basis

As for the SMILES: ClCC1=C[C@H](Cl)C=C1. The maximum force is 4.8 eV Å⁻¹. The value obtained for the relative energy (zero: lowest compared OMol25 entry of this formula, charge and spin) is 140.9 kJ/mol. Its LUMO energy is 0.455 eV. Its HOMO energy is -9.29 eV. The HOMO-LUMO gap comes out at 9.746 eV.

Positions of all 14 atoms, in Å:
H 1.61 0.04 -1.61
H -2.15 -1.80 0.47
C -0.09 1.11 0.34
C 1.16 1.27 -0.11
H 2.00 2.05 -0.19
H -0.99 1.87 0.60
C 1.60 -0.01 -0.56
C -1.93 -0.71 0.54
C 0.48 -0.98 -0.27
Cl 3.31 -0.25 -0.07
H 0.75 -2.03 -0.37
C -0.51 -0.25 0.13
Cl -3.28 0.10 -0.45
H -1.96 -0.42 1.57

Mulliken atomic charge list, values in e, 4 entries:
1 H 0.3108
2 H 0.3233
3 C -0.4209
4 C -0.5708

---

Entry 4:
C6H6Cl3P | the ωB97M-V functional and the def2-TZVPD basis

As for the SMILES: C#C[C@@H](Cl)[C@H](Cl)[C@@]1(Cl)CP1. The maximum force is 2.9 eV Å⁻¹. The value obtained for the relative energy (zero: lowest compared OMol25 entry of this formula, charge and spin) is 364.6 kJ/mol. Its LUMO energy is 0.474 eV. Its HOMO energy is -9.95 eV. The HOMO-LUMO gap comes out at 10.428 eV.

Positions of all 16 atoms, in Å:
H -1.40 -1.12 -1.08
H -0.79 0.91 1.21
H 2.22 -2.38 0.44
Cl 1.41 -1.13 -1.59
C 0.58 -0.94 0.02
Cl -3.07 0.87 0.19
C -0.23 2.30 -1.76
Cl -1.85 -1.83 0.88
H 2.34 0.22 0.73
H 0.08 3.18 -2.26
C -1.22 0.71 0.15
C -0.68 1.65 -0.86
C 1.37 -0.23 1.07
P 1.17 -2.03 1.38
H 0.94 0.52 1.64
C -0.87 -0.71 -0.17

Mulliken atomic charge list, values in e, 4 entries:
1 H 0.4120
2 H 0.1729
3 H 0.0425
4 Cl -0.2005

---

Entry 5:
C6H6ClN3O4S | the ωB97M-V functional and the def2-TZVPD basis

The charge is -2. As for the SMILES: Cc1nn(C)c(Cl)c1[S@@](=O)([O-])=NC(=O)[O-]. The maximum force is 3.2 eV Å⁻¹. The value obtained for the relative energy (zero: lowest compared OMol25 entry of this formula, charge and spin) is 0.0 kJ/mol. Its LUMO energy is 5.291 eV. Its HOMO energy is -0.21 eV. The HOMO-LUMO gap comes out at 5.497 eV.

Positions of all 21 atoms, in Å:
C -2.45 0.19 1.65
N 1.44 -1.19 0.04
C 2.30 -2.32 0.14
C -0.30 0.12 -0.54
H 1.65 -3.11 0.47
H 0.68 2.98 0.61
N 1.88 0.04 0.15
H 2.88 -2.42 -0.78
O -2.69 -0.24 -1.59
C 0.16 -1.17 -0.44
H 3.16 -2.29 0.92
C 0.84 2.32 -0.33
O -1.77 -0.79 1.29
O -1.98 2.01 -1.53
H -0.03 2.60 -0.85
Cl -0.65 -2.63 -0.72
N -2.65 1.20 0.69
O -2.97 0.31 2.76
S -2.07 0.81 -0.73
C 0.86 0.82 -0.18
H 1.71 2.77 -1.02

Mulliken atomic charge list, values in e, 4 entries:
1 C 0.5303
2 N 0.9296
3 C -0.9209
4 C -0.1223

---

Entry 6:
C6H6ClNO3 | the ωB97M-V functional and the def2-TZVPD basis

As for the SMILES: O=C1NC=CC=C(Cl)C1(O)O. The maximum force is 3.7 eV Å⁻¹. The value obtained for the relative energy (zero: lowest compared OMol25 entry of this formula, charge and spin) is 7.7 kJ/mol. Its LUMO energy is 0.173 eV. Its HOMO energy is -8.68 eV. The HOMO-LUMO gap comes out at 8.854 eV.

Positions of all 17 atoms, in Å:
H 2.02 2.60 0.02
C -0.64 -1.35 -0.45
H 1.15 -2.36 -0.78
C -1.40 -0.25 -0.41
N -0.87 1.06 -0.65
O 0.57 2.76 -0.91
C 1.70 -0.47 -0.16
C 0.78 -1.38 -0.56
O 2.41 1.70 0.37
H -1.61 1.58 -1.09
O 0.80 0.67 1.62
H 1.41 0.41 2.37
H -1.17 -2.35 -0.53
C 1.40 0.88 0.26
H -2.54 -0.28 -0.38
Cl 3.38 -0.98 -0.23
C 0.32 1.65 -0.51

Mulliken atomic charge list, values in e, 4 entries:
1 H 0.4009
2 C -0.2881
3 H 0.3757
4 C -0.4122

---

Entry 7:
C6H6CrLiO2 | the ωB97M-V functional and the def2-TZVPD basis

The charge is +3. Its multiplicity is 5. The maximum force is 8.9 eV Å⁻¹. The value obtained for the relative energy (zero: lowest compared OMol25 entry of this formula, charge and spin) is 126.4 kJ/mol. Its LUMO energy (alpha / beta) is -14.591 / -14.617 eV. Its HOMO energy (alpha / beta) is -21.62 / -21.81 eV. The HOMO-LUMO gap (alpha / beta) comes out at 7.034 / 7.198 eV.

Positions of all 16 atoms, in Å:
H -1.36 0.01 1.68
C -0.62 -1.32 0.18
Cr -1.92 0.68 -0.80
C -1.58 -0.81 0.98
O -0.38 1.60 -1.46
H 1.02 -0.89 -1.06
H -2.55 -1.31 1.06
H 1.05 2.77 -0.52
H 1.55 1.11 1.20
C 0.88 0.84 0.38
Li -0.07 2.33 -3.13
H -0.85 -2.19 -0.44
C 1.77 -1.64 0.70
C 0.77 -0.77 0.01
C 0.55 1.79 -0.52
O 1.76 -2.21 1.72

Mulliken atomic charge list, values in e, 4 entries:
1 H 0.4830
2 C -0.0609
3 Cr 1.1737
4 C -1.2822

---

Entry 8:
C6H6EuO5 | the ωB97M-V functional and the def2-TZVPD basis

The charge is +3. Its multiplicity is 7. The maximum force is 7.3 eV Å⁻¹. The value obtained for the relative energy (zero: lowest compared OMol25 entry of this formula, charge and spin) is 0.0 kJ/mol. Its LUMO energy (alpha / beta) is -16.707 / -14.539 eV. Its HOMO energy (alpha / beta) is -23.54 / -23.54 eV. The HOMO-LUMO gap (alpha / beta) comes out at 6.834 / 9.003 eV.

Positions of all 18 atoms, in Å:
O -0.46 2.77 -3.11
H 1.59 2.17 2.55
O -0.61 0.13 1.07
O -3.31 -2.39 -0.36
H 0.87 1.40 0.23
H -0.60 -0.68 1.64
C -0.48 -1.96 -2.94
C 1.30 -1.94 -0.66
C -2.31 -1.90 -0.65
C -0.47 1.76 -2.57
H 0.44 0.99 3.26
C 0.73 0.79 1.15
Eu -0.51 -0.22 -1.21
H 1.54 0.04 1.18
C 0.65 1.64 2.40
O 2.29 -2.42 -0.33
H -0.18 2.36 2.30
O -0.49 -2.55 -3.94

Mulliken atomic charge list, values in e, 4 entries:
1 O 0.1011
2 H 0.4023
3 O -0.4922
4 O 0.0413

---

Entry 9:
C6H6F2 | the ωB97M-V functional and the def2-TZVPD basis

As for the SMILES: C=C1C=CCC1(F)F. The maximum force is 5.3 eV Å⁻¹. The value obtained for the relative energy (zero: lowest compared OMol25 entry of this formula, charge and spin) is 270.3 kJ/mol. Its LUMO energy is 0.523 eV. Its HOMO energy is -8.86 eV. The HOMO-LUMO gap comes out at 9.386 eV.

Positions of all 14 atoms, in Å:
C -1.26 0.91 -0.10
H -2.26 -1.28 0.52
H -2.19 1.50 -0.29
C -0.13 -0.97 0.15
F 0.48 -1.80 -0.80
F -0.05 -1.64 1.25
H 2.48 1.29 -0.16
C 2.20 0.18 -0.05
C 0.88 0.15 0.20
C 0.01 1.34 0.33
H -1.74 -0.84 -1.39
H 3.17 -0.61 -0.05
C -1.56 -0.65 -0.22
H -0.03 2.41 0.60

Mulliken atomic charge list, values in e, 4 entries:
1 C -0.2949
2 H 0.2988
3 H 0.3308
4 C 1.2291

---

Entry 10:
C6H6F3N2O11S3 | the ωB97M-V functional and the def2-TZVPD basis

The charge is -1. The maximum force is 7.6 eV Å⁻¹. Its LUMO energy is 1.660 eV. Its HOMO energy is -6.84 eV. The HOMO-LUMO gap comes out at 8.500 eV.

Positions of all 31 atoms, in Å:
O -3.63 4.35 -0.92
H -2.95 1.70 -1.29
C -2.73 3.54 -0.16
C -1.45 -1.75 0.47
O -5.45 3.43 -2.33
C -0.05 -3.74 0.14
O 4.93 -3.62 -0.32
F -0.27 -4.32 1.42
N -0.25 -2.32 -0.20
S 3.57 -0.09 -0.20
O 0.41 0.03 0.70
H -2.78 3.86 0.88
H 5.81 -0.61 0.66
C -3.24 2.11 -0.32
F 4.54 -2.87 1.81
S -5.09 3.65 -0.96
C 4.85 -2.62 0.44
O 3.79 1.10 -1.13
O 3.34 0.48 1.19
S 1.07 -1.31 0.39
O 0.32 -4.53 -0.77
O -1.72 -1.84 1.68
F -2.32 -0.99 -0.37
C 5.10 -1.13 -0.09
H 5.54 -1.19 -1.14
N 2.27 -1.03 -0.80
O -5.95 4.34 -0.04
O 1.60 -1.97 1.64
H -1.71 3.65 -0.53
H -2.90 1.46 0.47
O -4.67 2.23 -0.30

Mulliken atomic charge list, values in e, 4 entries:
1 O -0.3195
2 H 0.2368
3 C -0.2766
4 C 0.4793

---

Entry 11:
C6H6F5N | the ωB97M-V functional and the def2-TZVPD basis

The maximum force is 3.6 eV Å⁻¹. The value obtained for the relative energy (zero: lowest compared OMol25 entry of this formula, charge and spin) is 525.7 kJ/mol. Its LUMO energy (alpha / beta) is -0.509 / -1.015 eV. Its HOMO energy (alpha / beta) is -9.30 / -7.59 eV. The HOMO-LUMO gap (alpha / beta) comes out at 8.792 / 6.570 eV.

Positions of all 18 atoms, in Å:
H 0.15 2.14 -0.81
H -0.67 -1.15 1.63
C -1.80 1.12 0.47
C -3.10 1.27 0.41
C -0.51 -0.86 0.46
F -3.99 2.03 1.03
H 1.33 1.34 0.45
F -3.33 0.34 -1.75
H -1.34 -1.37 -0.10
N -0.68 0.53 0.23
F -5.17 0.14 -0.63
H 0.51 -1.23 0.20
F -4.20 -2.02 -0.23
C -3.31 -1.06 0.16
H 0.95 0.49 -1.03
F -3.26 -1.04 1.53
C 0.51 1.23 -0.33
C -3.81 0.25 -0.45

Mulliken atomic charge list, values in e, 4 entries:
1 H 0.3253
2 H 0.2609
3 C 0.2375
4 C -0.0870

---

Entry 12:
C6H6F5N2 | the ωB97M-V functional and the def2-TZVPD basis

The charge is +1. As for the SMILES: CC(/[NH+]=C\C=N\C(F)(F)F)=C(F)F. The maximum force is 3.4 eV Å⁻¹. The value obtained for the relative energy (zero: lowest compared OMol25 entry of this formula, charge and spin) is 240.6 kJ/mol. Its LUMO energy is -6.420 eV. Its HOMO energy is -14.45 eV. The HOMO-LUMO gap comes out at 8.031 eV.

Positions of all 19 atoms, in Å:
C 4.30 -0.41 -0.28
C 2.50 0.41 1.03
C 0.39 -0.42 -1.46
N 2.89 -0.18 0.00
C 1.15 0.95 1.27
H 3.18 0.65 1.85
C -0.09 -0.62 -0.06
F 0.13 -2.16 1.89
C 0.12 -1.79 0.56
F 4.38 -1.44 -1.04
N 0.04 0.58 0.77
F 5.22 -0.39 0.66
H -0.78 1.20 0.74
H 0.10 0.60 -1.77
H 1.03 1.81 1.97
H 1.47 -0.64 -1.36
H -0.20 -1.16 -2.12
F 4.33 0.70 -1.11
F 0.44 -2.85 -0.10

Mulliken atomic charge list, values in e, 4 entries:
1 C 0.7041
2 C -0.1884
3 C -1.0135
4 N -0.2493

---

Entry 13:
C6H6FNO | the ωB97M-V functional and the def2-TZVPD basis

The maximum force is 3.7 eV Å⁻¹. The value obtained for the relative energy (zero: lowest compared OMol25 entry of this formula, charge and spin) is 540.0 kJ/mol. Its LUMO energy (alpha / beta) is -0.883 / -1.298 eV. Its HOMO energy (alpha / beta) is -7.96 / -8.05 eV. The HOMO-LUMO gap (alpha / beta) comes out at 7.077 / 6.754 eV.

Positions of all 15 atoms, in Å:
H -0.94 1.13 1.20
C 0.79 1.44 -0.25
H -0.36 -0.69 -1.21
C 3.49 0.06 -0.43
H -1.21 1.60 -0.37
F 1.18 2.44 0.55
C 2.14 -0.25 -0.07
H -0.32 -1.62 1.65
C 0.19 -1.22 0.79
O 4.47 -0.56 -0.09
H -1.72 -1.06 -0.28
H 3.65 0.92 -1.11
C -0.55 0.91 0.08
C -0.69 -0.59 -0.23
N 1.46 -1.01 0.63

Mulliken atomic charge list, values in e, 4 entries:
1 H 0.2692
2 C -0.0416
3 H 0.3503
4 C -0.2272

---

Entry 14:
C6H6I2O2 | the ωB97M-V functional and the def2-TZVPD basis

The maximum force is 5.1 eV Å⁻¹. The value obtained for the relative energy (zero: lowest compared OMol25 entry of this formula, charge and spin) is 538.6 kJ/mol. Its LUMO energy (alpha / beta) is 0.031 / -1.282 eV. Its HOMO energy (alpha / beta) is -8.10 / -6.27 eV. The HOMO-LUMO gap (alpha / beta) comes out at 8.134 / 4.993 eV.

Positions of all 16 atoms, in Å:
H 0.99 -0.26 -1.52
C -1.29 -1.04 -0.19
H -1.14 -2.07 -0.38
C 2.65 -0.31 0.92
H -3.09 -1.72 0.70
C 0.45 0.58 -1.03
H 2.81 -0.22 2.07
I 3.17 -2.05 -0.07
H 1.62 1.87 -1.73
C -0.78 0.22 -0.39
I 3.69 1.36 0.08
O -1.58 1.18 0.19
C -2.58 0.48 0.76
H -3.35 1.06 1.38
O 0.87 1.79 -1.22
C -2.44 -0.87 0.45

Mulliken atomic charge list, values in e, 4 entries:
1 H 0.3874
2 C -0.4335
3 H 0.3583
4 C -0.6380

---

Entry 15:
C6H6IN3 | the ωB97M-V functional and the def2-TZVPD basis

The maximum force is 5.1 eV Å⁻¹. The value obtained for the relative energy (zero: lowest compared OMol25 entry of this formula, charge and spin) is 264.3 kJ/mol. Its LUMO energy (alpha / beta) is -1.908 / -1.908 eV. Its HOMO energy (alpha / beta) is -8.19 / -8.19 eV. The HOMO-LUMO gap (alpha / beta) comes out at 6.283 / 6.282 eV.

Positions of all 16 atoms, in Å:
C -0.08 -0.30 0.32
H -1.76 -1.40 0.64
N 1.57 1.41 0.10
H -1.94 1.53 -2.42
I 3.38 -1.55 0.50
C -2.06 0.04 -0.92
C 0.53 0.83 -0.37
C -1.34 -0.65 0.06
H 2.37 1.72 -0.38
H 0.80 -2.10 1.41
C -1.41 0.97 -1.72
H 0.23 -0.48 2.35
H -3.04 -0.14 -1.01
N 2.11 -0.37 1.41
N -0.15 1.37 -1.38
C 0.77 -0.89 1.42

Mulliken atomic charge list, values in e, 4 entries:
1 C 0.7097
2 H 0.4938
3 N -0.4762
4 H 0.4085